[1]
ORCA calculation (ωB97M-V/def2-TZVPD) on a structure of composition C6H5BrCuNO3S3Sb at a distorted geometry.

The geometry in XYZ format:
```
21
Properties=species:S:1:pos:R:3:forces:R:3
Cu -3.188744 0.141342 14.139792 -0.15 -0.58 -0.22
S -2.677574 -3.515534 15.179294 -0.68 -1.20 -3.32
Sb -4.461061 -2.260411 16.249659 -1.24 -0.47 0.25
S -4.829144 -0.067313 15.645869 0.50 0.37 -0.27
S -2.242792 -2.757920 16.921740 1.59 1.33 3.37
O -3.111421 3.662437 9.012584 1.14 0.20 1.38
C -3.472263 3.118660 10.217600 0.51 -0.26 -1.38
C -4.554554 2.290541 10.427399 0.14 0.02 1.86
C -4.641227 1.664567 11.686187 -1.33 -0.24 -1.13
N -3.776688 1.730498 12.684694 0.94 1.30 -0.99
C -2.773223 2.565340 12.388710 0.30 -0.13 1.10
Br -1.460269 2.835418 13.777689 -0.41 -0.18 -0.23
C -2.562588 3.285530 11.231588 1.09 0.63 1.38
H -3.840940 3.794566 8.453700 -1.64 0.03 -1.12
H -5.411619 2.165145 9.808102 -0.11 -0.05 -0.83
H -5.556104 1.083825 11.799770 0.42 -0.23 0.51
H -1.713234 4.009614 11.261606 -0.89 -0.86 -0.65
O -3.216147 -1.003814 11.226276 -3.51 0.12 -0.43
C -2.147001 -1.057616 11.780772 0.76 0.89 -0.76
O -1.792173 -0.587852 12.883127 0.42 0.15 1.40
H -1.449176 -1.409577 11.048397 2.15 -0.84 0.09
```
Forces are in eV/Å.

Calculated values
Strongest force on any atom in eV Å⁻¹: 4.0
Orbital gap in eV: 6.5
Total charge: -1
Lowest unoccupied orbital energy in eV: 2.356
Relative energy (zero: lowest compared OMol25 entry of this formula, charge and spin) in kJ/mol: 108.2
Total energy in eV: -167664.46009

[2]
ORCA calculation (ωB97M-V/def2-TZVPD) on a cluster of 4 separate species, C6H5BrI2NO2 in total at a distorted geometry.

The geometry in XYZ format:
```
17
Properties=species:S:1:pos:R:3:forces:R:3
C -1.322315 0.380378 0.758347 1.38 -1.73 0.08
C -0.525140 0.162834 -0.259056 -2.52 0.56 3.17
C -0.557934 -3.385644 0.384680 0.04 -0.89 1.08
C -1.997324 0.202544 1.906693 0.72 1.86 -0.36
C 2.194926 2.123953 -1.238408 1.25 -0.57 3.43
C 0.124184 0.126104 -1.346534 0.72 0.72 -2.81
N 3.430972 1.774142 -1.185302 -0.68 1.56 -1.44
O -0.211628 -3.759159 1.437002 -0.12 0.58 -0.77
O -0.883147 -3.108655 -0.687822 0.00 0.31 -0.26
Br 4.296535 1.207434 0.374349 -0.83 -0.54 0.04
I -3.955359 -2.307198 2.015967 0.08 0.06 0.03
I -0.738352 1.125035 -3.156979 0.36 -0.44 0.79
H -2.778578 0.957159 2.062272 -0.36 -0.92 -0.05
H -1.588440 -0.208795 2.856727 -0.16 -0.01 -1.22
H 1.893280 2.899504 -1.905577 -0.09 -0.30 -1.43
H 1.459470 1.904100 -0.428165 0.69 0.29 -0.47
H 1.158849 -0.093737 -1.588194 -0.47 -0.55 0.19
```
Forces are in eV/Å.

Calculated values
Strongest force on any atom in eV Å⁻¹: 4.1
Orbital gap in eV: 5.9
Total charge: -1
Lowest unoccupied orbital energy in eV: 1.953
Total energy in eV: -98129.92911

Among the records above, which one has the lowest orbital gap? C6H5BrI2NO2

Which of these has the highest orbital gap? C6H5BrCuNO3S3Sb

What is the strongest force on any atom in the first record? 4.0 eV Å⁻¹